No. 1
Formula: C53H122O37
Source: the OMol25 dataset
Level of theory: ωB97M-V/def2-TZVPD

Structure (ORCA input):
```
! RIJCOSX wB97M-V def2-TZVPD def2/J DEFGRID3
* xyz 0 1
C -5.959 0.112 1.595
O -6.325 1.349 1.003
C -5.565 1.415 -0.231
C -6.317 2.397 -1.082
O -6.285 3.757 -0.626
C -5.096 4.356 -0.882
H -4.858 0.113 1.684
H -6.196 -0.714 0.935
H -6.359 -0.023 2.594
H -5.672 0.477 -0.738
H -4.484 1.566 -0.039
H -7.388 2.113 -1.155
H -6.041 2.432 -2.133
H -4.946 4.476 -1.938
H -4.300 3.876 -0.338
H -5.225 5.351 -0.481
C 6.103 -0.938 6.458
O 5.550 0.321 6.943
C 4.364 0.863 6.492
C 3.299 -0.081 6.025
O 3.634 -0.656 4.744
C 2.623 -1.559 4.255
H 5.352 -1.741 6.491
H 6.944 -1.103 7.136
H 6.542 -0.830 5.487
H 4.587 1.525 5.674
H 3.952 1.403 7.399
H 2.319 0.405 6.041
H 3.260 -0.955 6.712
H 1.681 -0.974 4.158
H 2.403 -2.481 4.805
H 2.968 -1.971 3.342
C 4.189 -0.214 -7.077
O 3.581 -1.066 -6.158
C 2.215 -0.909 -6.165
C 1.720 -1.666 -5.016
O 0.346 -1.953 -5.127
C -0.193 -2.231 -3.846
H 5.238 -0.015 -6.865
H 3.674 0.746 -7.113
H 4.106 -0.687 -8.069
H 1.799 -1.312 -7.157
H 1.996 0.138 -6.222
H 1.891 -1.219 -4.017
H 2.391 -2.533 -5.114
H -1.217 -1.966 -3.892
H 0.296 -1.609 -3.109
H 0.026 -3.266 -3.518
C -0.132 4.178 5.358
O 0.846 4.232 4.313
C 0.765 5.389 3.532
C 1.043 5.052 2.052
O 0.016 4.241 1.479
C 0.403 3.591 0.316
H -0.008 3.292 5.892
H -1.179 4.146 4.945
H 0.014 5.046 6.100
H 1.600 6.034 3.843
H -0.192 5.934 3.609
H 1.888 4.397 2.072
H 1.289 5.881 1.447
H 1.383 3.213 0.317
H 0.324 4.310 -0.568
H -0.371 2.867 0.102
C 5.706 3.106 -2.576
O 5.323 4.488 -2.579
C 4.190 4.769 -3.329
C 2.944 4.104 -2.718
O 2.735 2.848 -3.252
C 2.238 1.887 -2.318
H 6.654 3.164 -2.022
H 5.908 2.759 -3.515
H 5.001 2.487 -2.081
H 4.244 4.408 -4.371
H 4.121 5.814 -3.145
H 2.031 4.703 -2.836
H 3.089 4.005 -1.622
H 2.104 0.974 -2.944
H 1.166 2.138 -2.014
H 2.919 1.690 -1.454
C -2.125 2.043 -2.055
O -1.031 2.256 -2.877
C -0.975 1.314 -3.858
C -0.332 1.941 -5.125
O -1.239 2.935 -5.606
C -0.654 3.524 -6.812
H -2.245 0.978 -1.879
H -3.114 2.392 -2.446
H -1.965 2.532 -1.101
H -2.001 0.949 -4.095
H -0.415 0.399 -3.534
H -0.033 1.225 -5.912
H 0.609 2.407 -4.829
H 0.468 3.801 -6.628
H -1.163 4.403 -7.069
H -0.649 2.831 -7.658
C -3.021 2.854 2.667
O -2.517 1.779 1.896
C -1.389 1.170 2.473
C -0.923 0.107 1.508
O -0.180 0.613 0.386
C 0.348 -0.570 -0.245
H -2.226 3.296 3.286
H -3.877 2.545 3.243
H -3.526 3.550 2.022
H -1.524 0.681 3.510
H -0.622 1.915 2.636
H -1.803 -0.365 1.034
H -0.301 -0.604 2.085
H -0.495 -1.097 -0.735
H 0.956 -1.200 0.430
H 0.960 -0.303 -1.077
C -2.879 -3.792 -5.468
O -3.418 -4.165 -4.204
C -4.559 -3.380 -3.839
C -4.566 -3.115 -2.398
O -3.795 -1.994 -2.086
C -3.396 -1.897 -0.749
H -2.555 -2.772 -5.429
H -3.565 -3.984 -6.344
H -1.982 -4.467 -5.489
H -5.536 -3.886 -4.106
H -4.649 -2.409 -4.242
H -4.110 -4.036 -1.991
H -5.599 -3.060 -2.032
H -3.954 -2.616 -0.168
H -3.712 -0.871 -0.472
H -2.309 -2.047 -0.588
C 5.243 -5.310 -5.543
O 4.091 -5.965 -5.033
C 2.834 -5.683 -5.428
O 1.877 -6.286 -5.028
O 2.832 -4.759 -6.426
C 1.560 -4.544 -7.104
H 5.094 -4.833 -6.574
H 6.032 -6.044 -5.537
H 5.556 -4.460 -4.881
H 1.540 -5.211 -7.952
H 1.552 -3.458 -7.221
H 0.732 -4.841 -6.448
C -4.212 5.823 3.889
O -5.159 4.814 3.493
C -6.147 5.262 2.667
O -6.170 6.344 2.140
O -7.018 4.249 2.538
C -8.141 4.627 1.683
H -3.287 5.716 3.315
H -3.889 5.715 4.911
H -4.648 6.746 3.718
H -8.810 3.760 1.707
H -7.801 4.703 0.633
H -8.506 5.588 2.114
C -3.412 0.789 5.754
O -2.962 -0.297 6.634
C -1.686 -0.140 6.917
O -0.974 0.722 6.438
O -1.347 -1.101 7.769
C 0.063 -1.029 8.143
H -3.048 0.636 4.777
H -3.123 1.780 6.179
H -4.508 0.628 5.726
H 0.073 -0.404 9.063
H 0.740 -0.743 7.339
H 0.351 -2.089 8.419
C 3.942 -5.996 -1.448
O 3.713 -4.642 -1.019
C 4.520 -3.681 -1.524
O 5.087 -3.785 -2.562
O 4.488 -2.584 -0.793
C 5.208 -1.453 -1.319
H 4.787 -6.490 -0.962
H 4.207 -6.051 -2.456
H 3.042 -6.513 -1.271
H 4.901 -1.369 -2.344
H 6.285 -1.598 -1.366
H 4.849 -0.628 -0.659
C 3.044 1.295 1.957
O 3.726 2.532 1.567
C 4.842 2.448 0.838
O 5.247 1.391 0.448
O 5.352 3.650 0.395
C 4.957 4.913 0.920
H 2.438 0.971 1.094
H 2.569 1.495 2.977
H 3.855 0.575 2.107
H 5.380 5.087 1.931
H 3.872 4.967 1.047
H 5.302 5.618 0.208
C -1.339 -5.727 5.933
O -0.448 -4.838 5.232
C -1.033 -3.880 4.554
O -0.373 -2.889 4.297
O -2.282 -4.068 4.241
C -2.809 -3.158 3.301
H -1.770 -6.324 5.087
H -2.041 -5.238 6.572
H -0.621 -6.391 6.402
H -2.287 -3.225 2.309
H -2.739 -2.109 3.704
H -3.908 -3.427 3.186
C 0.454 -5.581 -2.398
O 0.213 -6.515 -1.306
C -0.565 -5.982 -0.302
O -0.954 -4.834 -0.206
O -0.833 -6.878 0.621
C -1.425 -6.353 1.823
H -0.508 -5.141 -2.680
H 0.969 -6.151 -3.111
H 1.025 -4.720 -2.039
H -1.353 -7.192 2.479
H -2.472 -6.260 1.706
H -0.932 -5.457 2.110
*
```

No. 2
Formula: C53H40Cl5InN3P2Si
Source: the OMol25 dataset
Level of theory: ωB97M-V/def2-TZVPD

Structure (ORCA input):
```
! RIJCOSX wB97M-V def2-TZVPD def2/J DEFGRID3
* xyz 1 1
In -1.581 -0.119 -1.195
C -2.396 3.236 -1.158
Si -0.845 2.273 -0.691
C -0.621 2.381 1.188
C 0.073 3.522 1.604
C 0.334 3.786 2.939
C -0.096 2.886 3.897
C -0.813 1.762 3.513
C -1.096 1.485 2.170
P -2.337 0.163 1.749
C -1.434 -1.523 1.726
C -2.353 -2.649 2.109
C -2.198 -3.878 1.642
C -1.081 -4.224 0.723
C 0.814 -3.128 0.399
C 0.564 -1.716 0.933
C -3.248 -0.021 3.331
C -4.555 0.457 3.358
C -5.351 0.287 4.485
C -4.850 -0.375 5.592
C -3.544 -0.854 5.579
C -2.749 -0.679 4.460
C 0.633 3.167 -1.474
C 0.357 4.396 -2.085
C 1.370 5.245 -2.506
C 2.694 4.898 -2.293
C 2.996 3.676 -1.712
C 1.986 2.794 -1.331
P 2.376 1.125 -0.693
C 3.492 0.404 -1.966
C 3.783 0.949 -3.214
C 4.614 0.275 -4.103
C 5.143 -0.961 -3.771
C 4.840 -1.528 -2.537
C 4.023 -0.850 -1.648
C 3.566 1.460 0.673
C 3.038 1.555 1.962
C 3.860 1.817 3.049
C 5.227 1.967 2.863
C 5.765 1.855 1.589
C 4.943 1.603 0.499
H -2.396 4.256 -0.764
H -3.268 2.717 -0.748
H -2.513 3.281 -2.244
H 0.437 4.219 0.856
H 0.872 4.681 3.225
H 0.101 3.061 4.948
H -1.180 1.111 4.291
H -3.165 -2.442 2.788
H -2.885 -4.664 1.933
H -1.301 -5.133 0.163
H 1.708 -3.297 -0.194
H 1.245 -0.945 0.586
H -4.955 0.962 2.487
H -6.365 0.667 4.490
H -5.474 -0.530 6.463
H -3.144 -1.368 6.444
H -1.738 -1.070 4.467
H -0.672 4.705 -2.225
H 1.123 6.187 -2.979
H 3.488 5.575 -2.580
H 4.032 3.406 -1.544
H 3.360 1.900 -3.504
H 4.847 0.721 -5.063
H 5.790 -1.485 -4.464
H 5.248 -2.495 -2.269
H 3.814 -1.283 -0.675
H 1.972 1.421 2.113
H 3.432 1.900 4.041
H 5.874 2.159 3.711
H 6.833 1.962 1.438
H 5.382 1.514 -0.487
N -0.960 -3.231 -1.594
C -0.625 -3.084 -0.206
C 0.377 -4.264 1.356
C 0.499 -3.945 2.812
C 0.343 -2.711 3.276
C 0.025 -1.564 2.370
N -0.828 -1.693 0.332
C -0.157 -2.617 -2.562
C 0.470 -3.358 -3.560
C 1.193 -2.693 -4.530
C 1.302 -1.308 -4.475
C 0.678 -0.650 -3.442
N -0.042 -1.286 -2.507
H -1.155 -4.193 -1.830
H 0.876 -5.205 1.135
H 0.729 -4.758 3.492
H 0.443 -2.509 4.337
H 0.310 -0.616 2.822
H 0.388 -4.437 -3.563
H 1.687 -3.249 -5.317
H 1.858 -0.756 -5.219
H 0.724 0.430 -3.346
Cl -4.549 -2.036 -0.053
C -4.599 -1.421 -1.661
C -3.482 -0.769 -2.176
C -3.607 -0.293 -3.480
Cl -2.272 0.589 -4.141
C -4.743 -0.473 -4.260
Cl -4.813 0.138 -5.863
C -5.825 -1.155 -3.717
Cl -7.239 -1.407 -4.652
C -5.756 -1.628 -2.409
Cl -7.093 -2.461 -1.727
*
```

No. 3
Formula: C53H43AuBrF3N2O2PSb
Source: the OMol25 dataset
Level of theory: ωB97M-V/def2-TZVPD

Structure (ORCA input):
```
! RIJCOSX wB97M-V def2-TZVPD def2/J DEFGRID3
* xyz 2 1
Au 0.178 -1.626 -0.253
C 1.461 -3.578 2.408
C 1.472 -2.499 3.461
C 2.287 -2.635 4.577
C 2.360 -1.639 5.544
C 1.616 -0.475 5.411
C 0.781 -0.313 4.321
C 0.683 -1.329 3.364
P -0.506 -1.133 2.030
C -1.308 0.451 2.294
C -2.422 0.469 3.138
C -2.915 1.676 3.599
C -2.322 2.861 3.188
C -1.265 2.841 2.290
C -0.731 1.644 1.831
C 0.433 1.650 0.878
C -1.725 -2.462 2.234
C -2.088 -2.997 3.451
C -2.929 -4.115 3.482
C -3.327 -4.715 2.299
C -2.924 -4.184 1.075
C -2.175 -3.012 1.040
C -1.900 -2.313 -0.217
H 2.190 -4.352 2.643
H 1.707 -3.169 1.426
H 0.479 -4.055 2.331
H 2.875 -3.538 4.693
H 3.008 -1.772 6.402
H 1.682 0.306 6.158
H 0.190 0.588 4.231
H -2.889 -0.458 3.447
H -3.754 1.687 4.283
H -2.691 3.808 3.556
H -0.835 3.778 1.952
H 0.726 2.670 0.629
H 0.163 1.134 -0.050
H 1.304 1.154 1.312
H -1.702 -2.580 4.374
H -3.235 -4.532 4.434
H -3.940 -5.607 2.326
H -3.235 -4.654 0.147
H -2.273 -1.284 -0.292
H -2.078 -2.888 -1.126
C -0.507 -1.877 -3.466
O -0.906 -0.820 -2.583
C -1.592 0.221 -3.165
C -1.532 0.478 -4.522
C -2.235 1.546 -5.052
Br -2.159 1.866 -6.910
C -2.998 2.347 -4.241
C -3.101 2.063 -2.878
C -2.399 0.989 -2.327
O -2.497 0.636 -1.020
C -4.002 2.839 -2.029
N -4.411 2.443 -0.846
C -5.316 3.410 -0.416
C -6.120 3.462 0.721
C -6.915 4.577 0.899
C -6.930 5.624 -0.036
C -6.178 5.566 -1.188
C -5.394 4.430 -1.367
N -4.548 4.032 -2.384
H 0.321 -1.573 -4.101
H -1.344 -2.203 -4.086
H -0.181 -2.707 -2.833
H -0.943 -0.136 -5.188
H -3.543 3.171 -4.684
H -3.225 1.190 -0.623
H -6.138 2.636 1.420
H -7.552 4.646 1.773
H -7.560 6.485 0.144
H -6.209 6.364 -1.921
H -4.399 4.518 -3.249
F 5.441 2.778 2.869
C 4.867 1.929 2.020
C 4.153 0.860 2.531
C 3.524 0.001 1.642
C 3.621 0.213 0.268
C 4.376 1.277 -0.220
C 5.000 2.150 0.661
Sb 2.757 -1.197 -1.057
C 4.484 -2.400 -1.293
C 4.749 -3.395 -0.356
C 5.933 -4.112 -0.430
C 6.822 -3.818 -1.447
F 7.947 -4.524 -1.537
C 6.586 -2.818 -2.373
C 5.400 -2.103 -2.296
C 2.577 -0.085 -2.846
C 2.061 1.210 -2.767
C 1.768 1.920 -3.920
C 2.001 1.319 -5.145
F 1.689 1.985 -6.253
C 2.524 0.044 -5.257
C 2.796 -0.667 -4.095
H 4.109 0.709 3.603
H 2.955 -0.838 2.036
H 4.484 1.434 -1.287
H 5.585 2.991 0.311
H 4.042 -3.620 0.435
H 6.172 -4.890 0.286
H 7.324 -2.608 -3.137
H 5.209 -1.314 -3.013
H 1.887 1.675 -1.801
H 1.360 2.923 -3.884
H 2.702 -0.381 -6.238
H 3.184 -1.677 -4.174
*
```

Values for max |F|, hartree/bohr, ordered as above
0.0717, 0.0120, 0.0185
Values for HOMO-LUMO gap, eV, ordered as above
9.53, 8.18, 4.14